No. 1
Computed, not measured: a molecular structure, C40H52N3O3S2SiTi, with ωB97M-V with the def2-TZVPD basis set.

Summary:
Expectation value of S²   2.04
Molecular weight   762.96 g/mol
Multiplicity   3
Frontier orbital gap (spin up / spin down)   7.4 / 8.0 eV
ΔE to the lowest compared entry with this formula, charge and spin   0.000 eV
Total charge   +1

Atoms and positions in Å:
Ti: -0.086946 1.385676 -0.831754
N: -2.053991 1.624744 -1.959116
C: -1.915583 2.581189 -3.068948
C: -0.577827 2.356599 -3.756305
N: 0.553437 2.361175 -2.803568
C: 1.207669 3.660955 -2.573861
C: 0.477115 4.449324 -1.498824
N: 0.272250 3.574401 -0.336318
H: -2.227149 0.683343 -2.306322
H: -2.852067 1.863956 -1.380031
H: -1.981832 3.586375 -2.655767
H: -2.715013 2.483985 -3.806953
H: -0.430409 3.097572 -4.546895
H: -0.599180 1.372411 -4.224982
H: 1.246033 1.703798 -3.141208
H: 1.283947 4.245029 -3.495372
H: 2.220620 3.450933 -2.226267
H: -0.497222 4.777552 -1.856635
H: 1.044323 5.349161 -1.252704
H: -0.472896 3.919281 0.263711
H: 1.107108 3.546299 0.244211
O: 0.102654 -0.265437 -1.819464
Si: -0.297417 -1.790477 -2.184879
C: 0.493758 -3.043122 -1.026790
C: 1.852358 -3.348695 -1.175377
C: 2.489946 -4.234222 -0.319672
C: 1.773326 -4.848417 0.701926
C: 0.420923 -4.579483 0.851306
C: -0.209402 -3.685294 -0.007249
C: -2.168871 -1.873565 -2.030740
C: -3.010966 -2.406546 -3.006931
C: -4.392746 -2.387734 -2.851425
C: -4.956752 -1.836272 -1.711499
C: -4.138273 -1.302931 -0.722610
C: -2.760300 -1.324195 -0.881829
C: 0.266546 -2.228316 -3.914076
C: 0.148477 -3.540000 -4.382924
C: 0.540218 -3.879567 -5.669769
C: 1.070732 -2.911516 -6.512044
C: 1.213944 -1.607354 -6.061774
C: 0.813227 -1.276362 -4.774366
H: 2.416867 -2.894299 -1.983720
H: 3.539246 -4.465332 -0.459479
H: 2.264047 -5.552632 1.362267
H: -0.146949 -5.078157 1.627880
H: -1.271375 -3.494059 0.111907
H: -2.583945 -2.831828 -3.908376
H: -5.028815 -2.801016 -3.623996
H: -6.032495 -1.822757 -1.590841
H: -4.576129 -0.872024 0.170159
H: -2.134011 -0.894875 -0.102700
H: -0.247144 -4.311282 -3.729192
H: 0.438637 -4.900407 -6.015398
H: 1.381475 -3.176176 -7.514365
H: 1.641934 -0.854070 -6.711750
H: 0.948042 -0.262017 -4.419665
C: 4.744706 -1.005640 1.416812
C: 4.041657 0.250393 0.919730
S: 2.517848 -0.156415 0.061659
O: 1.885348 1.234532 -0.164631
C: 1.542746 -0.861582 1.401335
C: 1.484334 0.028385 2.625506
H: 4.189175 -1.480778 2.225470
H: 4.871905 -1.733998 0.614771
H: 5.732755 -0.748262 1.795089
H: 4.634012 0.776713 0.170330
H: 3.795859 0.947622 1.719761
H: 1.931636 -1.865636 1.585608
H: 0.560502 -0.991016 0.942373
H: 2.389584 -0.046096 3.229200
H: 0.643175 -0.267628 3.247580
H: 1.329941 1.064808 2.327733
O: -1.011939 1.299126 0.811475
S: -2.269901 2.187252 1.344249
C: -1.716755 2.606962 3.005527
C: -0.610494 3.627820 3.057945
C: -0.797409 4.909288 2.541643
C: 0.229287 5.840266 2.567047
C: 1.463643 5.502244 3.110213
C: 1.652794 4.236758 3.644528
C: 0.618368 3.308391 3.623328
C: -2.922433 -1.051856 2.960378
C: -1.865593 -1.411313 3.804899
C: -1.013485 -2.498881 3.487054
C: 0.017292 -2.867160 4.324592
C: 0.241811 -2.174480 5.514245
C: -0.581651 -1.099851 5.851314
C: -1.612191 -0.719008 5.017653
H: -1.420385 1.675587 3.492866
H: -2.619120 2.972868 3.504477
H: -1.760162 5.176534 2.118173
H: 0.065073 6.835790 2.173915
H: 2.265073 6.229046 3.133750
H: 2.603438 3.973363 4.090748
H: 0.763660 2.326251 4.058037
H: -3.130141 -1.615824 2.060790
H: -3.573049 -0.223528 3.205355
H: -1.190686 -3.042711 2.567987
H: 0.650669 -3.705404 4.058314
H: 1.043533 -2.473334 6.176789
H: -0.416100 -0.566209 6.779097
H: -2.261463 0.103300 5.296665

Force components x, y, z for each atom (eV/Å):
-0.20 -0.06 -0.32
0.11 0.10 0.02
0.03 0.01 0.00
-0.02 0.00 0.02
-0.01 0.00 0.06
0.00 0.02 0.02
0.01 0.00 -0.03
-0.05 -0.06 -0.07
-0.03 -0.03 -0.03
-0.04 0.00 0.03
-0.01 0.01 0.00
-0.01 -0.02 -0.01
0.01 0.01 0.00
0.02 -0.03 -0.02
0.05 -0.04 -0.02
-0.01 0.00 -0.02
0.01 -0.01 0.00
-0.01 0.01 0.00
0.01 0.01 0.02
-0.01 0.04 0.02
0.03 0.00 0.03
0.32 0.28 0.27
-0.17 -0.19 -0.13
0.00 0.04 -0.02
-0.01 0.04 0.01
0.02 -0.01 0.02
0.00 0.00 -0.01
-0.01 0.00 0.00
-0.02 0.00 0.01
0.02 -0.05 0.10
0.00 0.05 -0.02
0.01 -0.01 -0.03
-0.02 0.01 0.01
-0.01 -0.01 0.02
0.00 -0.08 -0.05
-0.01 0.04 0.03
-0.01 0.00 -0.01
-0.01 -0.02 0.02
0.01 0.01 0.00
0.01 -0.01 -0.01
0.00 -0.05 0.01
0.00 0.00 0.01
-0.01 0.00 0.00
0.00 0.01 -0.01
0.00 0.00 -0.01
0.01 -0.01 0.00
-0.01 -0.01 0.00
0.01 0.00 0.01
0.01 0.00 0.00
0.01 0.00 0.00
-0.03 0.02 0.01
0.00 -0.01 -0.01
0.00 0.01 0.00
0.00 0.00 0.00
-0.01 -0.01 0.01
-0.01 0.08 0.01
-0.02 -0.01 -0.01
-0.01 -0.05 0.00
0.04 -0.07 0.02
-0.01 0.02 -0.05
0.00 0.00 0.00
0.04 0.00 -0.02
0.01 0.00 -0.01
0.01 0.00 0.00
-0.01 0.01 0.00
0.01 0.00 0.01
-0.01 0.02 -0.01
0.02 -0.01 -0.02
-0.03 0.00 0.02
0.00 0.01 0.00
-0.07 -0.05 0.05
0.00 -0.02 0.00
0.11 0.04 0.10
-0.06 -0.10 -0.01
0.02 0.00 0.00
0.01 -0.02 0.01
-0.02 0.02 0.02
-0.01 0.01 0.00
0.01 0.00 -0.01
0.01 0.00 0.00
-0.01 -0.01 -0.02
-0.06 0.04 0.00
0.05 -0.04 0.07
-0.01 0.03 -0.02
0.01 -0.01 -0.01
0.02 0.02 -0.02
0.04 0.02 -0.01
-0.02 0.00 -0.03
-0.01 0.02 0.01
-0.01 0.01 -0.02
0.01 0.00 0.00
0.00 -0.01 0.00
-0.01 0.00 0.00
0.00 0.00 0.00
-0.01 0.04 0.01
0.03 0.02 0.02
0.00 -0.02 -0.01
0.00 0.00 -0.01
-0.01 0.01 0.01
-0.01 0.00 -0.01
-0.01 -0.01 -0.01
0.01 -0.01 0.00

---

No. 2
Computed, not measured: C4H8O in the gas phase, with ωB97M-V with the def2-TZVPD basis set.

Summary:
SMILES   C[C@@H]1O[C@@H]1C
Molecular weight   72.11 g/mol
Frontier orbital gap   10.9 eV
ΔE to the lowest compared entry with this formula, charge and spin   1.352 eV

Atoms and positions in Å:
C: 0.655378 -1.665967 -0.538449
C: 0.639613 -0.162545 -0.637402
O: 1.210349 0.456772 0.519119
C: -0.054995 0.920669 0.075908
C: -1.298592 0.943657 0.918474
H: 1.709670 -1.927104 -0.696673
H: 0.078779 -2.186761 -1.309093
H: 0.381292 -2.023802 0.455620
H: 1.026551 0.183814 -1.600285
H: 0.074189 1.881530 -0.428034
H: -1.588256 -0.012338 1.358732
H: -1.195325 1.693059 1.713479
H: -2.102610 1.286467 0.255041

Force components x, y, z for each atom (eV/Å):
-0.08 -0.01 0.06
0.14 -0.09 -0.24
0.22 0.22 0.08
-0.27 0.21 -0.16
0.03 -0.12 0.04
-0.19 -0.14 0.07
-0.06 0.22 0.12
-0.15 0.08 -0.12
0.33 -0.04 0.19
-0.16 -0.04 -0.09
0.16 0.03 -0.06
0.00 -0.21 -0.10
0.02 -0.13 0.21

---

No. 3
Computed, not measured: a molecular structure, C3H4N2O2 at a distorted geometry, with ωB97M-V with the def2-TZVPD basis set.

Summary:
Molecular weight   100.08 g/mol
Frontier orbital gap   9.2 eV
ΔE to the lowest compared entry with this formula, charge and spin   4.993 eV

Atoms and positions in Å:
N: 0.759409 1.510486 0.661440
C: 0.070515 0.389873 0.396056
C: 0.443471 -0.946115 0.643227
O: -0.820436 -1.700423 0.404534
C: -0.724270 -1.045557 -0.769097
O: -0.162588 -1.451403 -1.756162
N: -1.023285 0.397386 -0.473329
H: 0.678943 2.274294 0.003922
H: 1.637131 1.410264 1.151748
H: 1.100287 -1.394605 -0.159914
H: -1.959176 0.555800 -0.102424

Force components x, y, z for each atom (eV/Å):
0.06 -0.18 -0.13
0.42 0.07 -0.19
0.44 0.03 0.08
0.28 -0.10 -0.40
-0.42 -0.59 -1.28
-1.69 0.25 -0.56
0.04 -0.13 0.17
-0.08 -0.08 0.17
-0.11 -0.01 -0.02
0.86 0.62 2.18
0.21 0.12 -0.01

---

No. 4
Computed, not measured: C4H5NO in the gas phase, with ωB97M-V with the def2-TZVPD basis set.

Summary:
Molecular weight   83.09 g/mol
Frontier orbital gap   8.5 eV
ΔE to the lowest compared entry with this formula, charge and spin   2.774 eV

Atoms and positions in Å:
C: -1.568520 -0.376302 -0.036309
C: -0.114266 -0.032935 -0.024694
C: 0.464795 1.174089 0.528496
O: 1.673729 1.385583 0.500326
C: 2.002708 -0.695528 -0.853366
N: 0.824931 -0.769639 -0.556773
H: -1.860333 -0.985593 0.826493
H: -1.840916 -0.923029 -0.942191
H: -2.172761 0.535358 -0.012051
H: -0.241696 1.907293 0.953998
H: 2.832331 -1.219292 -0.383933

Force components x, y, z for each atom (eV/Å):
-0.16 -0.03 -0.01
0.02 -0.04 0.03
0.32 0.01 -0.03
-0.44 -0.06 0.07
-0.59 -0.23 0.15
0.58 0.24 -0.10
0.05 0.05 -0.11
0.07 0.04 0.09
0.10 -0.08 0.02
0.12 -0.02 -0.07
-0.07 0.12 -0.04

---

No. 5
Computed, not measured: 2 unconnected molecules or ions with the total composition C5H12N at a distorted geometry, with ωB97M-V with the def2-TZVPD basis set.

Summary:
Molecular weight   86.16 g/mol
Frontier orbital gap   8.8 eV
ΔE to the lowest compared entry with this formula, charge and spin   5.460 eV
Total charge   +1

Atoms and positions in Å:
C: -0.871249 -1.130949 -1.115882
C: -0.202862 -0.512603 0.034353
C: -0.989727 2.119199 1.810775
C: 1.654093 -1.926621 -0.784688
C: -0.395748 1.969269 0.461018
N: 0.558346 -0.873201 -1.044216
H: -1.078689 -2.130354 -0.790523
H: -1.574515 -0.781720 -1.836522
H: -0.003379 -1.021422 0.967404
H: -1.183454 3.151194 1.986322
H: -0.268744 1.875516 2.659776
H: -1.863753 1.478200 1.841299
H: 1.990582 -2.238857 -1.806654
H: 2.464350 -1.301395 -0.404677
H: 1.236137 -2.797534 -0.320536
H: 0.627286 2.247958 0.266038
H: -1.111357 1.984981 -0.373075
H: 1.012683 -0.111660 -1.550212

Force components x, y, z for each atom (eV/Å):
-0.41 -1.40 1.67
-2.04 5.15 2.99
1.78 -1.56 0.74
-0.31 1.23 -3.38
-0.54 -2.74 -0.69
3.83 -1.50 -1.72
-0.04 -0.85 -0.73
0.15 0.95 -0.48
-0.28 -0.16 -0.08
-0.70 1.03 -0.07
-0.86 -0.04 -1.21
-0.30 0.36 0.45
-0.23 0.07 0.82
-0.10 -0.80 0.86
0.08 -0.01 0.92
0.10 0.06 -0.11
0.58 0.29 0.31
-0.70 -0.08 -0.32

---

No. 6
Computed, not measured: 2 unconnected molecules or ions with the total composition C6H5N4 at a distorted geometry, with ωB97M-V with the def2-TZVPD basis set.

Summary:
Molecular weight   133.13 g/mol
Frontier orbital gap   7.6 eV
Total charge   -1

Atoms and positions in Å:
C: -1.132975 0.879701 -0.135720
C: -1.065031 -0.069850 -0.845978
C: 1.943392 1.501247 2.400929
C: 1.198099 -0.373878 0.727648
C: 1.547183 0.484713 1.441669
C: -0.861778 -1.368335 -1.509818
N: 2.793642 3.213189 3.287376
N: 2.535749 2.683267 2.080306
N: 1.814307 1.376052 3.764958
N: 2.410224 2.467218 4.228040
H: 0.712443 -0.994605 0.123235
H: -1.067792 1.766240 -0.170240
H: -0.461525 -2.160547 -0.847474
H: -1.810856 -1.535986 -1.987352
H: -0.163819 -1.430663 -2.328343

Force components x, y, z for each atom (eV/Å):
-1.21 -9.60 -0.87
0.54 -2.44 -0.94
0.12 0.55 0.72
0.71 -0.59 -0.01
1.42 3.23 3.22
-0.25 0.21 0.30
1.07 1.87 -1.91
-0.46 -1.36 0.57
0.31 -0.73 -1.76
-1.08 -1.03 1.60
-0.91 -2.13 -1.70
0.71 11.95 1.05
-1.00 0.27 -0.01
-0.51 -1.13 0.07
0.56 0.93 -0.34